No. 1
C10H10OP2 | ωB97M-V with the def2-TZVPD basis set

Summary:
charge: 0
Kohn-Sham gap: 8.37 eV
relative energy (zero: lowest compared OMol25 entry of this formula, charge and spin): 20.3 kJ/mol
multiplicity: 1
LUMO energy: -0.0162 Ha
structure (SMILES): [H]/P=C1/C=CC[P@@]1(=O)c1ccccc1
HOMO: -8.81 eV

Structure (XYZ):
```
23
C10H10OP2, DFT ωB97M-V with the def2-TZVPD basis set
H -1.5133 -1.1562 1.3726
P -1.3626 -0.6671 2.6532
C -0.8741 0.7496 1.9528
C -0.3705 2.0706 2.2445
C -0.2199 2.9570 1.2483
C -0.6798 2.5455 -0.1877
P -1.1638 0.7718 -0.0409
O -2.4894 0.3604 -0.5168
C 0.0658 -0.4988 -0.6260
C 1.2552 -0.8337 0.0605
C 2.0492 -1.9265 -0.3593
C 1.5624 -2.7623 -1.3755
C 0.4154 -2.4097 -2.1144
C -0.3387 -1.2821 -1.7034
H -0.2336 2.4160 3.2288
H 0.2047 4.0190 1.3240
H -1.6431 2.9946 -0.3975
H -0.0033 2.9569 -0.9258
H 1.6664 -0.3351 0.9930
H 2.9856 -2.2297 0.0901
H 2.0037 -3.7337 -1.7755
H -0.1225 -3.0769 -2.9306
H -1.1939 -0.9296 -2.2145
```

No. 2
C3H4Si | ωB97M-V with the def2-TZVPD basis set

Summary:
charge: 0
Kohn-Sham gap: 7.75 eV
relative energy (zero: lowest compared OMol25 entry of this formula, charge and spin): 228.1 kJ/mol
multiplicity: 1
LUMO energy: -0.0207 Ha
HOMO: -8.32 eV

Structure (XYZ):
```
8
C3H4Si, DFT ωB97M-V with the def2-TZVPD basis set
C 0.1884 0.0468 0.4727
C -0.9626 0.8726 -0.0850
C -0.9626 -0.3825 -0.4490
Si 1.8498 0.4123 -0.4219
H 0.2473 -0.3696 1.5186
H -1.4974 1.7507 0.0256
H -1.1866 -1.4120 -1.2430
H 2.3237 -0.9183 0.1819
```

No. 3
C47H41IrN3O3P2S2SbSe2 | ωB97M-V with the def2-TZVPD basis set

Summary:
charge: 0
Kohn-Sham gap: 7.45 eV
relative energy (zero: lowest compared OMol25 entry of this formula, charge and spin): 0.0 kJ/mol
multiplicity: 1
LUMO energy: -0.0080 Ha
HOMO: -7.67 eV

Structure (XYZ):
```
102
C47H41IrN3O3P2S2SbSe2, DFT ωB97M-V with the def2-TZVPD basis set
Ir 0.8627 -0.6295 -1.6893
Se -3.3785 -4.7411 2.3364
P -1.7043 -3.5044 2.4926
C -0.1288 -4.3646 2.1588
C 0.1297 -4.6618 0.8183
C 1.2583 -5.3800 0.4634
C 2.1325 -5.8292 1.4432
C 1.8800 -5.5407 2.7745
C 0.7595 -4.8044 3.1338
C -1.6258 -2.6701 4.0952
C -1.9402 -1.3212 4.1754
C -1.9214 -0.6595 5.3962
C -1.6086 -1.3577 6.5512
C -1.3627 -2.7258 6.4881
C -1.3890 -3.3843 5.2708
C -1.5690 -2.2079 1.2138
C -0.5530 -1.3118 0.8718
N -0.7046 -1.0859 -0.4633
N -1.7641 -1.7516 -0.8948
N -2.2880 -2.4247 0.0910
P 0.7043 -0.3645 1.7191
Se 1.7886 0.7438 0.1855
C 1.7650 -1.4133 2.7228
C 2.7978 -2.0969 2.0812
C 3.6659 -2.8740 2.8293
C 3.5149 -2.9590 4.2067
C 2.4763 -2.2931 4.8409
C 1.5917 -1.5232 4.1020
C -0.0325 0.8959 2.7779
C 0.7116 1.4603 3.8098
C 0.2015 2.5397 4.5159
C -1.0394 3.0645 4.1852
C -1.7718 2.5155 3.1401
C -1.2670 1.4370 2.4342
H -0.5567 -4.3394 0.0449
H 1.4543 -5.5830 -0.5810
H 3.0118 -6.3967 1.1669
H 2.5638 -5.8784 3.5431
H 0.6048 -4.5655 4.1743
H -2.2156 -0.7877 3.2784
H -2.1535 0.3974 5.4370
H -1.5879 -0.8478 7.5058
H -1.1698 -3.2838 7.3953
H -1.2651 -4.4580 5.2383
H 2.9182 -2.0192 1.0071
H 4.4639 -3.4098 2.3330
H 4.2064 -3.5554 4.7884
H 2.3477 -2.3724 5.9127
H 0.7794 -1.0114 4.6019
H 1.6872 1.0650 4.0625
H 0.7783 2.9730 5.3222
H -1.4337 3.9079 4.7369
H -2.7321 2.9327 2.8670
H -1.8341 1.0124 1.6160
C -2.5312 -0.4627 -4.0949
C -2.0166 0.5527 -5.0729
C -2.6080 0.6686 -6.3289
C -2.2183 1.6480 -7.2278
C -1.2248 2.5510 -6.8819
C -0.6155 2.4441 -5.6416
C -0.9864 1.4402 -4.7506
Sb -0.0700 1.4443 -2.8381
C 1.6259 2.6964 -2.9851
C 1.7622 3.6514 -1.9784
C 2.9262 4.3941 -1.8619
C 3.9648 4.1677 -2.7509
C 3.8397 3.2022 -3.7366
C 2.6793 2.4438 -3.8763
C 2.6083 1.3923 -4.9516
C -1.5861 2.5279 -1.8103
C -2.3328 1.7512 -0.9233
C -3.4540 2.2635 -0.2897
C -3.8257 3.5768 -0.5275
C -3.0945 4.3470 -1.4160
C -1.9818 3.8413 -2.0868
C -1.2856 4.7333 -3.0798
H -3.1603 -1.2021 -4.5876
H -3.1354 0.0205 -3.3217
H -1.7362 -0.9959 -3.5769
H -3.3970 -0.0236 -6.5977
H -2.6993 1.7123 -8.1952
H -0.9238 3.3306 -7.5692
H 0.1575 3.1541 -5.3717
H 0.9593 3.8064 -1.2654
H 3.0252 5.1296 -1.0744
H 4.8838 4.7334 -2.6678
H 4.6656 3.0182 -4.4131
H 3.6086 1.1299 -5.2930
H 2.0418 1.7343 -5.8166
H 2.1412 0.4779 -4.5863
H -2.0535 0.7218 -0.7442
H -4.0364 1.6349 0.3728
H -4.6977 3.9963 -0.0420
H -3.4040 5.3654 -1.6210
H -2.0140 5.3554 -3.5994
H -0.7340 4.1682 -3.8274
H -0.5741 5.3974 -2.5851
O 3.5131 -3.0342 -3.1699
S 2.4834 -2.1990 -2.6579
O 2.0808 -2.4118 -1.2162
O 2.7437 -0.6984 -2.6795
S 0.6278 -2.1536 -3.5106
```

No. 4
C44H37Br2N5O4SiTi | ωB97M-V with the def2-TZVPD basis set

Summary:
charge: 0
Kohn-Sham gap: 6.97 eV
relative energy (zero: lowest compared OMol25 entry of this formula, charge and spin): 68.4 kJ/mol
multiplicity: 1
LUMO energy: -0.0264 Ha
HOMO: -7.69 eV

Structure (XYZ):
```
94
C44H37Br2N5O4SiTi, DFT ωB97M-V with the def2-TZVPD basis set
Ti 0.6601 0.3268 0.2513
O 3.0289 -2.8294 0.8124
C 2.5917 -1.7352 1.1132
N 2.2978 -0.7068 0.2394
C 2.9426 -0.6326 -1.0150
C 4.0808 -1.3535 -1.3698
C 4.6878 -1.1337 -2.5974
C 4.1768 -0.1947 -3.4780
C 3.0739 0.5676 -3.1250
C 2.4581 0.3647 -1.8935
N 1.3668 1.0958 -1.3917
C 0.8564 2.2045 -1.9518
O 1.2466 2.8404 -2.9216
C -0.3633 2.6769 -1.1927
C -1.0937 3.7687 -1.6330
C -2.2362 4.1253 -0.9378
C -2.6301 3.3598 0.1507
C -1.8479 2.2811 0.5196
N -0.7237 1.9663 -0.1197
C 2.4638 -1.4334 2.5930
C 2.1874 -2.4693 3.4767
C 2.2544 -2.2239 4.8360
C 2.6573 -0.9700 5.2667
C 2.9429 -0.0108 4.3087
N 2.8377 -0.2222 3.0002
H 4.4749 -2.0915 -0.6912
H 5.5702 -1.7032 -2.8598
H 4.6463 -0.0430 -4.4415
H 2.6905 1.3257 -3.7892
H -0.7524 4.2968 -2.5120
H -2.8264 4.9783 -1.2468
H -3.5322 3.5893 0.6990
H -2.1350 1.6422 1.3465
H 1.9357 -3.4447 3.0833
H 2.0100 -2.9978 5.5519
H 2.7483 -0.7341 6.3184
H 3.2783 0.9804 4.6022
C 3.4170 3.0133 -0.2472
C 2.4917 3.2141 0.9130
C 2.5720 4.4222 1.6488
C 1.8677 4.5802 2.8028
C 1.0364 3.5327 3.2574
C 0.3545 3.5117 4.4944
Br 0.5212 4.9752 5.6948
C -0.3973 2.4359 4.8745
C -0.5300 1.3492 4.0049
Br -1.5263 -0.1628 4.5304
C 0.0817 1.3116 2.7647
O -0.0334 0.2870 1.9446
C 0.9197 2.4125 2.4054
N 1.6472 2.2661 1.2587
H 4.3136 3.6145 -0.1081
H 2.9494 3.3193 -1.1857
H 3.6930 1.9649 -0.3403
H 3.2196 5.2115 1.2929
H 1.9535 5.4837 3.3906
H -0.8826 2.4181 5.8396
C -2.4998 -4.2714 -0.2943
C -1.8875 -2.9754 0.2443
C -0.4631 -3.2757 0.7400
C -2.6936 -2.4622 1.4462
Si -1.7260 -1.6244 -1.1051
O -0.5206 -0.6529 -0.5904
C -3.2898 -0.5982 -1.3916
C -3.1617 0.6106 -2.0803
C -4.2619 1.4115 -2.3430
C -5.5239 1.0167 -1.9215
C -5.6772 -0.1904 -1.2554
C -4.5714 -0.9903 -1.0034
C -1.2292 -2.3326 -2.7749
C -2.1528 -2.9247 -3.6368
C -1.7585 -3.4324 -4.8648
C -0.4256 -3.3584 -5.2489
C 0.5053 -2.7664 -4.4080
C 0.1055 -2.2589 -3.1804
H -2.5834 -5.0080 0.5106
H -1.8769 -4.6968 -1.0840
H -3.4992 -4.1037 -0.7059
H -0.4838 -4.1265 1.4277
H -0.0659 -2.4158 1.2778
H 0.2200 -3.5156 -0.0797
H -2.5568 -3.1322 2.3013
H -3.7616 -2.4079 1.2330
H -2.3513 -1.4672 1.7429
H -2.1803 0.9137 -2.4320
H -4.1347 2.3396 -2.8870
H -6.3856 1.6401 -2.1245
H -6.6615 -0.5121 -0.9384
H -4.7175 -1.9392 -0.5012
H -3.1961 -2.9871 -3.3423
H -2.4873 -3.8816 -5.5279
H -0.1174 -3.7582 -6.2067
H 1.5438 -2.6948 -4.7072
H 0.8338 -1.7930 -2.5258
```

No. 5
C33H54AsIrN6O4S | ωB97M-V with the def2-TZVPD basis set

Summary:
<S²>: 1.04
charge: +1
Kohn-Sham gap (spin up / spin down): 5.21 / 5.31 eV
relative energy (zero: lowest compared OMol25 entry of this formula, charge and spin): 426.7 kJ/mol
multiplicity: 2
LUMO energy (spin up / spin down): -0.1487 / -0.1445 Ha
HOMO (spin up / spin down): -9.26 / -9.24 eV

Structure (XYZ):
```
100
C33H54AsIrN6O4S, DFT ωB97M-V with the def2-TZVPD basis set
Ir 0.0182 -0.3604 0.4811
N -1.2519 -2.3058 1.0126
C -1.4321 -3.3540 -0.0176
C -0.2380 -3.3554 -0.9522
C -0.4151 -2.1669 -1.8662
O -1.0681 -2.2835 -2.8810
O 0.0950 -1.0341 -1.4523
H -0.7168 -2.6722 1.7920
H -2.1454 -1.9844 1.3677
H -2.3385 -3.1442 -0.5835
H -1.5430 -4.3362 0.4434
H -0.2199 -4.2665 -1.5453
H 0.6845 -3.2643 -0.3717
C 0.2184 -0.5318 4.5489
C 0.6230 0.4685 3.4534
C 2.0776 0.9242 3.6946
C -0.3072 1.6965 3.5043
N 0.5148 -0.1589 2.1838
H 0.3175 -0.0469 5.5195
H 0.8659 -1.4102 4.5192
H -0.8163 -0.8522 4.4126
H 2.0949 1.6408 4.5149
H 2.4804 1.3998 2.7977
H 2.7056 0.0717 3.9611
H -0.2953 2.1429 4.4996
H -1.3264 1.3951 3.2575
H 0.0227 2.4386 2.7729
C -1.6507 0.8261 -3.8859
As -2.5268 0.3444 -2.2115
C -3.5185 2.0255 -1.9706
C -4.0311 -0.8633 -2.7644
C -4.8979 -0.2364 -3.8125
C -4.5543 -0.3300 -5.1622
C -5.3460 0.2567 -6.1390
C -6.4951 0.9489 -5.7835
C -6.8586 1.0326 -4.4476
C -6.0624 0.4498 -3.4704
H -2.3383 1.3333 -4.5640
H -1.2569 -0.0753 -4.3522
H -0.8165 1.4894 -3.6545
H -4.1129 2.2628 -2.8541
H -2.8014 2.8321 -1.8002
H -4.1808 1.9567 -1.1051
H -4.5871 -1.0777 -1.8521
H -3.5274 -1.7561 -3.1307
H -3.6669 -0.8892 -5.4378
H -5.0683 0.1703 -7.1822
H -7.1057 1.4184 -6.5441
H -7.7670 1.5506 -4.1651
H -6.3523 0.5108 -2.4265
C 3.3102 -3.0290 -2.5512
C 4.7817 -2.6182 -2.4593
C 4.9840 -1.4292 -1.5226
N 4.4702 -1.7283 -0.1838
C 3.4288 -1.1645 0.3946
S 2.5880 0.1284 -0.3278
N 2.9991 -1.6513 1.6040
C 3.6428 -2.4042 2.6042
O 2.9584 -2.9822 3.4114
C 5.1297 -2.3572 2.6740
C 5.7975 -1.1388 2.5541
C 7.1733 -1.0905 2.7028
C 7.8869 -2.2565 2.9567
C 7.2199 -3.4668 3.0886
C 5.8396 -3.5168 2.9649
H 3.1512 -3.7229 -3.3759
H 2.6730 -2.1554 -2.7097
H 2.9851 -3.5240 -1.6329
H 5.1521 -2.3272 -3.4432
H 5.3878 -3.4614 -2.1161
H 4.4429 -0.5670 -1.8997
H 6.0405 -1.1742 -1.4359
H 4.9103 -2.4985 0.3007
H 2.0577 -1.3681 1.8486
H 5.2359 -0.2280 2.3739
H 7.6896 -0.1430 2.6175
H 8.9627 -2.2176 3.0672
H 7.7733 -4.3736 3.2947
H 5.3042 -4.4500 3.0912
C -3.8142 1.9072 2.2026
N -2.9000 2.8887 1.6427
C -3.1965 4.2828 1.9463
C -2.6204 5.1775 0.8730
C -1.1499 4.8528 0.7290
N -0.9782 3.4301 0.4413
C 0.1784 3.0920 -0.3661
C -1.8579 2.4867 0.8672
O -1.7586 1.2752 0.5636
H -4.8109 2.0172 1.7701
H -3.8879 2.0489 3.2837
H -3.4392 0.9130 1.9909
H -2.7856 4.5506 2.9260
H -4.2795 4.3970 1.9966
H -2.7565 6.2252 1.1382
H -3.1295 4.9910 -0.0748
H -0.6064 5.1197 1.6426
H -0.7152 5.4156 -0.0967
H 0.0364 3.4012 -1.4048
H 0.3500 2.0236 -0.3476
H 1.0639 3.5892 0.0351
```

No. 6
C14H14BIN7Na | ωB97M-V with the def2-TZVPD basis set

Summary:
charge: 0
Kohn-Sham gap: 8.67 eV
multiplicity: 1
LUMO energy: 0.0031 Ha
HOMO: -8.59 eV

Structure (XYZ):
```
38
C14H14BIN7Na, DFT ωB97M-V with the def2-TZVPD basis set
Na 0.0116 -0.0048 0.1780
C -1.8555 -3.1967 -2.3979
C -1.5841 -2.7680 -1.0927
N -0.9091 -1.6243 -1.0867
N -0.7366 -1.2890 -2.3911
C -1.2966 -2.2160 -3.1882
B 0.0043 -0.0022 -2.8631
N -0.7338 1.2847 -2.3872
C -1.2903 2.2166 -3.1810
C -1.8461 3.1966 -2.3869
C -1.5760 2.7621 -1.0831
N -0.9053 1.6160 -1.0815
N 1.4887 -0.0044 -2.4002
C 2.5715 -0.0002 -3.1976
C 3.6997 -0.0022 -2.4060
C 3.1919 -0.0074 -1.1003
N 1.8640 -0.0090 -1.0961
H -2.3794 -4.0817 -2.7157
H -1.8491 -3.2392 -0.1575
H -1.2521 -2.1060 -4.2594
H -0.0045 -0.0003 -4.0688
H -1.2460 2.1104 -4.2525
H -2.3667 4.0845 -2.7014
H -1.8387 3.2308 -0.1460
H 2.4543 0.0039 -4.2689
H 4.7282 0.0000 -2.7233
H 3.7305 -0.0099 -0.1641
I 0.0793 3.0990 5.5688
C 0.0298 1.2547 4.6274
C -0.0128 0.0776 5.3564
C -0.0445 -1.1228 4.6675
C -0.0333 -1.0993 3.2842
N 0.0066 0.0313 2.5755
C 0.0382 1.1878 3.2421
H -0.0214 0.0942 6.4380
H -0.0780 -2.0657 5.1957
H -0.0571 -2.0242 2.7191
H 0.0709 2.0954 2.6500
```

No. 7
C12H36O12 | ωB97M-V with the def2-TZVPD basis set

Summary:
<S²>: 0.75
charge: -1
Kohn-Sham gap (spin up / spin down): 1.75 / 9.29 eV
relative energy (zero: lowest compared OMol25 entry of this formula, charge and spin): 127.1 kJ/mol
multiplicity: 2
LUMO energy (spin up / spin down): 0.0766 / 0.0753 Ha
HOMO (spin up / spin down): 0.33 / -7.24 eV

Structure (XYZ):
```
60
C12H36O12, DFT ωB97M-V with the def2-TZVPD basis set
C 7.6416 10.4992 -14.8941
C 6.9065 9.4264 -13.9955
O 6.6725 8.2247 -14.6732
O 7.6299 11.7481 -14.2186
H 7.3397 10.5651 -15.9393
H 8.6383 10.1398 -15.1498
H 5.9766 9.7978 -13.5648
H 7.5844 9.1446 -13.1898
H 7.4983 7.7362 -14.7062
H 7.9544 12.2696 -14.9565
C 4.7911 5.6391 -12.5748
C 3.8984 5.1585 -11.4429
O 3.7388 3.6956 -11.6333
O 4.7219 7.0893 -12.6047
H 4.6353 5.2085 -13.5639
H 5.8045 5.2686 -12.4199
H 2.9442 5.6839 -11.4835
H 4.3036 5.3937 -10.4588
H 4.6034 3.3952 -11.3436
H 5.2932 7.4975 -13.2594
C 9.1167 5.7163 -15.1975
C 8.9778 4.2457 -14.8182
O 7.6824 3.8636 -14.2803
O 8.5874 6.5640 -14.1921
H 8.5413 5.8540 -16.1130
H 10.1777 5.9209 -15.3402
H 9.6945 4.2030 -13.9981
H 9.1609 3.6420 -15.7071
H 6.9581 4.3807 -14.6403
H 9.2560 6.7668 -13.5338
C 6.3345 4.5554 -8.1476
C 7.1786 3.9811 -6.9343
O 8.4014 3.1465 -7.4048
O 6.1315 3.5326 -9.1036
H 6.8836 5.3550 -8.6448
H 5.3448 4.8825 -7.8289
H 6.6620 3.2323 -6.3339
H 7.5297 4.7127 -6.2066
H 8.5099 2.4418 -6.7620
H 6.9647 3.0650 -9.1962
C 4.1887 1.2939 -6.9271
C 3.9673 0.2577 -7.9952
O 3.4514 0.6035 -9.2983
O 3.1119 1.6716 -6.1105
H 4.3575 2.1731 -7.5487
H 4.9731 1.0194 -6.2218
H 3.3154 -0.5336 -7.6251
H 4.9804 -0.0521 -8.2515
H 4.0793 1.1639 -9.7601
H 2.9946 1.0206 -5.4148
C 2.8004 9.6505 -15.5733
C 3.6361 9.0552 -16.6923
O 4.5032 8.0051 -16.1964
O 1.7544 8.7133 -15.0729
H 2.2140 10.4475 -16.0304
H 3.3085 9.9167 -14.6464
H 4.0952 9.7792 -17.3655
H 3.0758 8.4962 -17.4417
H 5.2307 8.4623 -15.7682
H 2.1887 7.8593 -15.1344
```

No. 8
C2H4O3S | ωB97M-V with the def2-TZVPD basis set

Summary:
charge: 0
Kohn-Sham gap (spin up / spin down): 6.87 / 6.86 eV
relative energy (zero: lowest compared OMol25 entry of this formula, charge and spin): 308.6 kJ/mol
multiplicity: 1
LUMO energy (spin up / spin down): 0.0087 / 0.0086 Ha
HOMO (spin up / spin down): -6.63 / -6.63 eV

Structure (XYZ):
```
10
C2H4O3S, DFT ωB97M-V with the def2-TZVPD basis set
C -0.0435 -1.3799 0.0884
C -1.1446 0.7297 -0.0471
O 2.1815 1.4900 0.1814
O 1.2201 -0.9831 0.0856
O -1.0953 -0.6865 0.0041
S 2.5539 0.0884 0.0997
H -0.0938 -2.4502 0.0755
H -0.5890 0.9248 -0.9284
H -0.7723 1.3744 0.6981
H -2.2169 0.8924 -0.2574
```